<w>
The molecule C4H8N2O2S. Source: the OMol25 dataset; level of theory: the ωB97M-V functional and the def2-TZVPD basis.

```
! wB97M-V def2-TZVPD RIJCOSX def2/J DEFGRID3
* xyz 0 1
S -1.082 -2.193 -0.251
O -3.212 0.858 -0.622
O -2.134 0.651 1.193
N -2.167 0.666 -0.013
N 0.233 0.604 -0.083
C 0.540 -1.745 0.586
C 0.431 -0.204 1.096
C 1.382 1.049 -0.775
C -0.953 0.581 -0.742
H 1.283 0.117 1.759
H 0.547 -2.421 1.396
H -0.924 0.693 -1.793
H 1.854 1.985 -0.514
H -0.532 -0.156 1.673
H 1.052 1.075 -1.849
H 2.307 0.354 -0.871
H 1.375 -1.914 -0.190
*
```

Results
* gap between HOMO and LUMO (spin up / spin down): 7.3 / 6.6 eV
* HOMO (spin up / spin down): -0.3203 / -0.3077 hartree
* LUMO level (spin up / spin down): -1.41 / -1.74 eV

---

<x>
The molecule C4H8N2O2S. Source: the OMol25 dataset; level of theory: the ωB97M-V functional and the def2-TZVPD basis.

```
! wB97M-V def2-TZVPD RIJCOSX def2/J DEFGRID3
* xyz 0 1
S 1.715 0.096 0.219
O -0.431 -0.963 2.146
O -1.492 0.831 1.680
N -0.703 -0.040 1.433
N -0.953 -2.323 -0.473
C -0.902 -0.671 -2.240
C 1.899 1.600 1.253
C -0.607 -1.172 -0.849
C -0.164 0.020 0.069
H -0.872 -1.496 -2.874
H -0.833 -2.487 0.533
H -0.079 0.040 -2.685
H -0.453 1.096 -0.250
H 2.925 1.541 1.450
H -1.782 -0.146 -2.291
H 1.416 2.486 0.795
H 1.317 1.589 2.085
*
```

Results
* gap between HOMO and LUMO: 9.5 eV
* HOMO: -0.3509 hartree
* structure (SMILES): [H]/N=C(/C)[C@H](SC)[N+](=O)[O-]
* LUMO level: -0.08 eV

---

Tell me which of them is the least stable. Sure, it is <w>.

---

<w>
A cluster of 2 separate species, C6H16NOP in total. Source: the OMol25 dataset; level of theory: the ωB97M-V functional and the def2-TZVPD basis.

```
! wB97M-V def2-TZVPD RIJCOSX def2/J DEFGRID3
* xyz 0 1
P 0.374 -1.904 0.380
O 1.395 -2.532 -0.473
N 0.179 -0.262 0.041
C 2.029 1.175 -0.400
C -0.987 0.324 2.161
C 1.290 -0.325 -2.231
C -2.240 0.383 0.038
C -0.841 0.542 0.680
C 0.873 0.504 -1.010
H -2.849 1.164 0.661
H 0.601 -1.653 1.741
H -0.048 0.128 2.624
H -2.555 -0.639 0.147
H 0.637 -1.139 -2.464
H 2.708 1.837 -1.069
H -2.929 -3.518 0.576
H -1.383 -0.690 2.251
H -2.171 0.514 -1.065
H 2.369 -0.700 -2.186
H 1.277 0.474 -2.988
H -1.427 0.982 2.731
H 2.566 0.526 0.305
H -0.590 1.718 0.550
H 1.657 1.913 0.281
H 0.067 1.177 -1.283
*
```

Results
* gap between HOMO and LUMO (spin up / spin down): 7.8 / 8.4 eV
* HOMO (spin up / spin down): -0.2877 / -0.3365 hartree
* LUMO level (spin up / spin down): -0.01 / -0.77 eV

---

<x>
A cluster of 2 separate species, C6H16NOP in total. Source: the OMol25 dataset; level of theory: the ωB97M-V functional and the def2-TZVPD basis.

```
! wB97M-V def2-TZVPD RIJCOSX def2/J DEFGRID3
* xyz 0 1
P 1.223 -1.019 -0.141
O 2.460 -1.873 -0.706
N 1.931 -1.013 1.399
C -3.053 -1.118 0.892
C -2.869 0.299 0.470
C 0.691 2.020 -0.051
C 3.154 1.093 -0.494
C -4.121 -1.884 0.912
C 1.636 0.875 -0.651
H -5.090 -1.589 0.559
H 1.869 -1.956 1.716
H 3.607 0.215 -0.080
H -0.131 1.710 0.373
H 2.136 -2.463 -1.495
H -4.142 -2.822 1.431
H 1.462 0.778 -1.667
H -2.221 -1.598 1.396
H -1.921 0.683 0.471
H -3.583 0.857 1.078
H 2.911 -0.842 1.195
H 1.303 2.526 0.698
H 0.400 2.680 -0.918
H 3.613 1.191 -1.480
H -3.363 0.320 -0.505
H 3.374 1.918 0.137
*
```

Results
* gap between HOMO and LUMO: 9.3 eV
* HOMO: -0.3157 hartree
* structure (SMILES): CC(C)P(N)O.C=CC
* LUMO level: 0.74 eV

---

Tell me which of them is the least stable. Sure, it is <w>.

---

<w>
A cluster of 10 separate species, H22NO9 in total. Source: the OMol25 dataset; level of theory: the ωB97M-V functional and the def2-TZVPD basis.

```
! wB97M-V def2-TZVPD RIJCOSX def2/J DEFGRID3
* xyz 1 1
O -15.968 -26.166 -13.035
O -12.196 -26.562 -12.791
O -10.843 -28.545 -11.369
O -12.067 -27.062 -8.878
O -15.238 -29.308 -14.365
O -15.675 -30.006 -9.348
O -17.341 -28.669 -12.784
O -12.599 -30.893 -12.199
O -16.824 -27.834 -8.023
N -14.260 -28.057 -11.308
H -14.206 -28.290 -10.256
H -16.204 -27.224 -8.412
H -16.519 -26.911 -13.059
H -15.161 -28.715 -15.179
H -12.544 -31.244 -12.997
H -11.469 -25.801 -13.010
H -15.229 -28.425 -11.611
H -18.005 -29.305 -12.854
H -13.558 -28.586 -11.869
H -16.036 -29.362 -8.864
H -16.513 -25.482 -12.905
H -14.954 -30.388 -8.609
H -11.260 -27.978 -11.972
H -12.744 -26.591 -13.620
H -12.456 -26.678 -8.147
H -11.351 -29.330 -11.340
H -16.805 -28.781 -13.626
H -13.112 -31.583 -11.954
H -17.666 -27.776 -8.694
H -14.585 -29.977 -14.416
H -11.862 -26.421 -9.498
H -14.273 -27.055 -11.593
*
```

Results
* gap between HOMO and LUMO: 10.5 eV
* HOMO: -0.5034 hartree
* LUMO level: -3.22 eV

---

<x>
A cluster of 10 separate species, H22NO9 in total. Source: the OMol25 dataset; level of theory: the ωB97M-V functional and the def2-TZVPD basis.

```
! wB97M-V def2-TZVPD RIJCOSX def2/J DEFGRID3
* xyz 1 1
O -2.116 0.420 -2.585
O 1.241 0.422 -2.221
O -2.728 -1.365 1.126
O -0.039 -2.314 -1.335
O 0.298 -2.726 1.889
O 2.529 -2.961 0.316
O 1.081 4.061 -0.601
O 2.343 1.576 2.085
O -1.321 3.434 0.512
N -0.123 0.263 0.620
H 3.112 1.447 1.366
H -0.587 -2.771 -1.844
H 2.459 0.897 2.759
H -1.955 1.226 -3.079
H -3.613 -1.039 0.979
H 2.888 -3.728 0.244
H 0.727 -2.124 -1.956
H 0.031 -3.625 1.963
H -2.228 3.261 0.343
H 0.385 1.038 0.651
H -2.534 -2.163 0.586
H 0.641 0.149 -2.950
H 0.625 3.941 -1.292
H 1.884 -2.913 0.831
H -2.936 0.724 -2.032
H -0.642 0.102 1.365
H -1.494 3.441 1.504
H -0.721 0.523 -0.115
H 0.450 3.951 -0.001
H 0.317 -0.543 0.303
H 2.023 -0.031 -2.254
H -0.013 -2.583 2.814
*
```

Results
* gap between HOMO and LUMO: 10.5 eV
* HOMO: -0.5044 hartree
* LUMO level: -3.20 eV

---

<y>
A cluster of 10 separate species, H22NO9 in total. Source: the OMol25 dataset; level of theory: the ωB97M-V functional and the def2-TZVPD basis.

```
! wB97M-V def2-TZVPD RIJCOSX def2/J DEFGRID3
* xyz 1 1
O -0.227 0.119 -1.815
O 2.988 1.610 0.646
O -2.409 2.368 0.700
O 2.938 -1.247 0.213
O -1.127 -2.455 -2.126
O 0.837 -3.658 -0.344
O 0.405 3.007 -0.198
O -0.172 1.436 2.629
O -2.818 -0.497 -0.063
N -0.110 -0.637 0.717
H -1.576 2.869 0.596
H 3.843 2.028 0.491
H -0.887 -0.609 0.031
H -0.566 1.014 -1.927
H -3.146 2.774 0.234
H 3.094 -2.034 0.687
H 0.118 -3.559 -0.997
H 0.709 -0.354 0.189
H 0.716 3.853 -0.496
H -2.642 0.446 0.134
H -1.811 -1.773 -2.215
H 0.052 -1.628 0.957
H 3.219 0.642 0.653
H -0.302 -0.012 1.498
H -0.330 1.824 3.530
H 3.038 -1.433 -0.737
H 1.251 2.600 0.083
H -0.886 1.868 2.131
H 0.645 -4.555 -0.055
H -3.495 -0.778 0.559
H -1.156 -2.914 -3.012
H -0.191 -0.313 -2.694
*
```

Results
* gap between HOMO and LUMO: 11.7 eV
* HOMO: -0.5258 hartree
* LUMO level: -2.58 eV

---

Tell me which of them is the least stable. Sure, it is <x>.

---

<w>
The molecule C4H4N4. Source: the OMol25 dataset; level of theory: the ωB97M-V functional and the def2-TZVPD basis.

```
! wB97M-V def2-TZVPD RIJCOSX def2/J DEFGRID3
* xyz 0 1
N -1.023 -0.251 -1.394
N 0.498 1.896 1.021
N -0.548 -1.467 -1.151
N 0.877 0.613 1.419
C 0.330 -1.569 -0.128
C -0.483 0.480 -0.453
C 0.340 -0.294 0.419
C -0.270 1.827 -0.069
H 0.708 -2.498 0.115
H -1.179 -2.183 -1.546
H -0.614 2.764 -0.628
H 1.366 0.683 2.396
*
```

Results
* gap between HOMO and LUMO: 9.4 eV
* HOMO: -0.3097 hartree
* structure (SMILES): c1n[nH]c2c[nH]nc12
* LUMO level: 0.96 eV

---

<x>
The molecule C4H4N4. Source: the OMol25 dataset; level of theory: the ωB97M-V functional and the def2-TZVPD basis.

```
! wB97M-V def2-TZVPD RIJCOSX def2/J DEFGRID3
* xyz 0 1
N -4.176 1.887 -0.104
N 0.609 0.758 -0.310
N -1.619 -2.167 0.008
N -2.608 -1.436 0.080
C -0.423 -1.462 -0.087
C -3.694 0.831 -0.047
C -2.969 -0.294 -0.013
C -0.367 -0.125 0.062
H 0.412 -2.097 -0.328
H 0.744 1.554 0.293
H 1.484 0.318 -0.576
H -1.232 0.412 0.432
*
```

Results
* gap between HOMO and LUMO: 6.9 eV
* HOMO: -0.2915 hartree
* LUMO level: -0.98 eV

---

<y>
The molecule C4H4N4. Source: the OMol25 dataset; level of theory: the ωB97M-V functional and the def2-TZVPD basis.

```
! wB97M-V def2-TZVPD RIJCOSX def2/J DEFGRID3
* xyz 0 1
N -0.620 -1.232 0.255
N -0.119 -0.485 2.276
N 1.297 1.054 -0.574
N 0.162 1.269 -1.293
C 0.072 -0.431 0.976
C -0.917 0.385 -1.357
C 1.281 0.357 0.416
C -1.216 -0.917 -0.838
H -1.707 0.629 -1.823
H -1.583 -1.688 -1.657
H 2.156 0.335 0.929
H 0.783 0.118 2.720
*
```

Results
* gap between HOMO and LUMO: 8.4 eV
* HOMO: -0.3563 hartree
* structure (SMILES): [H]/N=c1\cnnccn1
* LUMO level: -1.34 eV

---

Tell me which of them is the least stable. Sure, it is <y>.